1.
Molecular formula: C6H12O
Method: DFT, ωB97M-V with the def2-TZVPD basis set

```
! RIJCOSX wB97M-V def2-TZVPD def2/J DEFGRID3
* xyz 0 1
C 0.230 1.364 2.488
C 0.575 0.264 1.730
C -0.155 -0.243 0.587
C 0.371 -0.590 -0.650
C 1.890 -0.806 -1.017
C -0.466 -1.407 -1.532
H -0.862 1.536 2.514
H 0.759 1.786 3.320
H 1.566 -0.102 1.637
H -1.217 0.017 0.584
H 2.507 -0.926 -0.056
H 1.944 -1.785 -1.672
H 2.554 -0.090 -1.547
H -1.491 -1.067 -1.463
H -0.090 -1.225 -2.503
H -0.151 -2.427 -1.236
O -3.037 1.998 -0.479
H -2.462 1.677 -1.080
H -2.464 2.027 0.376
*
```

Highest occupied orbital energy in eV: -8.4464
Structure (SMILES): C=CC=C(C)C.O
ΔE to the lowest compared entry with this formula, charge and spin in kcal per mole: 74.6
LUMO level in hartree: 0.0142

=====

2.
Molecular formula: C6H12O
Method: DFT, ωB97M-V with the def2-TZVPD basis set

```
! RIJCOSX wB97M-V def2-TZVPD def2/J DEFGRID3
* xyz 0 1
C -0.944 -1.359 2.568
C -1.159 -0.707 1.207
C 0.069 0.145 0.801
C -0.390 0.850 -0.406
C 0.062 0.214 -1.684
O 0.433 1.218 -2.601
C 1.375 2.057 -1.969
H -0.053 -1.997 2.564
H -0.807 -0.593 3.340
H -1.805 -1.974 2.843
H -2.039 -0.054 1.225
H -1.339 -1.473 0.443
H 0.952 -0.511 0.688
H 0.254 0.864 1.611
H 0.955 2.464 -1.033
H -0.816 -0.313 -2.098
H 0.888 -0.526 -1.590
H 2.300 1.510 -1.724
H 1.599 2.890 -2.638
*
```

Highest occupied orbital energy in eV: -8.3412
ΔE to the lowest compared entry with this formula, charge and spin in kcal per mole: 107.7
LUMO level in hartree: -0.0023

=====

3.
Molecular formula: C6H12O
Method: DFT, ωB97M-V with the def2-TZVPD basis set

```
! RIJCOSX wB97M-V def2-TZVPD def2/J DEFGRID3
* xyz 0 1
C -2.506 -0.849 0.932
C -1.300 0.072 0.974
O -0.182 -0.677 0.545
C 1.041 -0.013 0.632
C 2.110 -0.658 -0.186
C 1.551 0.688 -0.601
C 0.638 0.874 -1.784
H -2.349 -1.713 1.587
H -2.669 -1.221 -0.084
H -3.408 -0.323 1.260
H -1.133 0.441 2.000
H -1.451 0.947 0.324
H 1.260 0.375 1.631
H 1.822 -1.555 -0.732
H 3.114 -0.663 0.228
H 2.287 1.488 -0.467
H -0.018 1.740 -1.632
H 1.195 1.046 -2.711
H -0.002 0.000 -1.916
*
```

Highest occupied orbital energy in eV: -9.2652
Structure (SMILES): CCO[C@H]1C[C@H]1C
ΔE to the lowest compared entry with this formula, charge and spin in kcal per mole: 34.1
LUMO level in hartree: 0.0427

=====

4.
Molecular formula: C6H12O
Method: DFT, ωB97M-V with the def2-TZVPD basis set

```
! RIJCOSX wB97M-V def2-TZVPD def2/J DEFGRID3
* xyz 0 1
C 2.527 -0.188 -0.606
C 1.195 -0.868 -0.302
C 0.414 -0.135 0.789
C -0.977 -0.702 1.037
O -1.704 -0.942 -0.204
C -2.268 -0.047 -0.969
C -2.154 1.390 -0.511
H 3.173 -0.158 0.279
H 3.069 -0.713 -1.400
H 2.369 0.845 -0.938
H 1.362 -1.911 0.002
H 0.344 0.929 0.530
H 0.965 -0.186 1.739
H -1.572 -0.062 1.696
H -0.918 -1.697 1.487
H 0.588 -0.907 -1.214
H -1.781 1.630 0.493
H -1.498 1.869 -1.252
H -3.135 1.854 -0.657
*
```

Highest occupied orbital energy in eV: -8.0088
ΔE to the lowest compared entry with this formula, charge and spin in kcal per mole: 73.0
LUMO level in hartree: 0.0348

=====

5.
Molecular formula: C6H12O
Method: DFT, ωB97M-V with the def2-TZVPD basis set

```
! RIJCOSX wB97M-V def2-TZVPD def2/J DEFGRID3
* xyz 0 1
C 2.135 0.676 -0.983
C 1.480 -0.173 0.098
C 0.448 0.667 0.952
O -0.723 0.185 1.343
C -1.520 -0.360 0.278
C -2.767 0.486 0.129
C 1.141 -1.503 -0.236
H 2.435 1.658 -0.600
H 1.431 0.838 -1.806
H 3.015 0.157 -1.378
H 2.110 -0.203 1.024
H 0.878 1.254 1.773
H -0.935 -0.361 -0.645
H -1.756 -1.396 0.544
H -3.351 0.504 1.054
H -3.394 0.076 -0.670
H -2.496 1.514 -0.135
H 1.076 -1.828 -1.272
H 0.795 -2.192 0.529
*
```

Highest occupied orbital energy (spin up / spin down) in eV: -7.6140 / -6.8329
ΔE to the lowest compared entry with this formula, charge and spin in kcal per mole: 102.5
LUMO level (spin up / spin down) in hartree: 0.0297 / 0.0181

=====

6.
Molecular formula: C6H12O
Method: DFT, ωB97M-V with the def2-TZVPD basis set

```
! RIJCOSX wB97M-V def2-TZVPD def2/J DEFGRID3
* xyz 0 1
C 1.686 1.229 -0.222
C 0.717 0.128 0.216
C 1.317 -1.249 -0.067
C -0.643 0.348 -0.449
C -1.655 -0.751 -0.670
C -1.917 0.289 0.362
O -1.845 -0.156 1.686
H 1.264 2.225 -0.050
H 2.636 1.168 0.321
H 1.909 1.143 -1.294
H 0.581 0.208 1.304
H 2.308 -1.342 0.394
H 1.428 -1.412 -1.146
H 0.688 -2.050 0.331
H -0.638 1.112 -1.226
H -2.236 -0.745 -1.588
H -1.424 -1.739 -0.287
H -2.693 1.030 0.168
H -1.483 0.562 2.217
*
```

Highest occupied orbital energy in eV: -9.7127
Structure (SMILES): CC(C)[C@H]1C[C@H]1O
ΔE to the lowest compared entry with this formula, charge and spin in kcal per mole: 28.4
LUMO level in hartree: 0.0352